(1)
{
  "formula": "C40H66O29S2",
  "method": "the ωB97M-V functional and the def2-TZVPD basis",
  "species": ["C", "C", "C", "O", "C", "O", "O", "H", "H", "H", "H", "H", "H", "C", "C", "C", "O", "C", "O", "O", "H", "H", "H", "H", "H", "H", "C", "C", "C", "O", "C", "O", "O", "H", "H", "H", "H", "H", "H", "C", "C", "C", "O", "C", "O", "O", "H", "H", "H", "H", "H", "H", "C", "C", "C", "O", "C", "O", "O", "H", "H", "H", "H", "H", "H", "C", "C", "C", "O", "C", "O", "O", "H", "H", "H", "H", "H", "H", "C", "C", "C", "O", "C", "O", "O", "H", "H", "H", "H", "H", "H", "C", "C", "C", "O", "C", "O", "O", "H", "H", "H", "H", "H", "H", "C", "C", "C", "O", "C", "O", "O", "H", "H", "H", "H", "H", "H", "C", "S", "O", "C", "H", "H", "H", "H", "H", "H", "C", "S", "O", "C", "H", "H", "H", "H", "H", "H"],
  "coordinates": [[-3.494, -10.424, -11.397], [-3.151, -8.930, -11.421], [-3.544, -8.039, -10.151], [-2.323, -7.357, -9.951], [-1.370, -7.769, -10.675], [-0.169, -7.542, -10.546], [-1.820, -8.717, -11.529], [-3.360, -11.013, -10.490], [-3.010, -10.876, -12.263], [-4.565, -10.390, -11.596], [-3.646, -8.490, -12.286], [-3.969, -8.570, -9.300], [-4.385, -7.455, -10.526], [-6.163, -24.571, -8.867], [-4.693, -25.007, -9.154], [-3.561, -24.038, -9.501], [-2.633, -24.225, -8.532], [-3.008, -25.016, -7.565], [-2.415, -25.366, -6.574], [-4.249, -25.540, -7.904], [-6.793, -25.425, -9.114], [-6.569, -23.848, -9.575], [-6.342, -24.311, -7.824], [-4.846, -25.707, -9.975], [-3.978, -23.032, -9.459], [-3.106, -23.989, -10.491], [2.519, -17.033, 3.781], [2.050, -18.256, 3.141], [1.266, -19.245, 3.984], [0.167, -19.537, 3.110], [0.238, -18.758, 2.019], [-0.537, -18.767, 1.086], [1.199, -17.911, 2.102], [2.972, -17.250, 4.749], [1.803, -16.225, 3.931], [3.309, -16.565, 3.193], [2.833, -18.831, 2.647], [0.991, -18.824, 4.951], [1.700, -20.223, 4.193], [2.926, -13.359, -12.084], [3.313, -11.933, -12.636], [4.642, -11.860, -13.282], [4.185, -11.153, -14.491], [2.792, -11.051, -14.518], [2.184, -10.299, -15.306], [2.300, -11.809, -13.568], [3.321, -13.517, -11.080], [3.221, -14.258, -12.626], [1.850, -13.434, -11.928], [3.222, -11.201, -11.833], [5.025, -12.854, -13.513], [5.250, -11.216, -12.646], [4.531, -14.398, -4.599], [3.913, -13.369, -5.489], [3.270, -12.053, -4.894], [4.012, -10.935, -5.269], [4.953, -11.386, -6.052], [5.769, -10.671, -6.637], [4.817, -12.744, -6.365], [3.824, -15.186, -4.342], [4.985, -13.981, -3.700], [5.258, -14.925, -5.216], [3.133, -13.895, -6.039], [3.256, -12.141, -3.807], [2.264, -12.002, -5.311], [-5.248, -22.076, -2.269], [-5.527, -23.357, -1.627], [-4.289, -24.339, -1.376], [-4.440, -24.766, 0.013], [-5.434, -24.058, 0.539], [-5.727, -24.205, 1.700], [-5.933, -23.102, -0.304], [-5.896, -21.262, -1.945], [-5.190, -22.129, -3.356], [-4.293, -21.667, -1.941], [-6.339, -23.846, -2.165], [-3.435, -23.746, -1.705], [-4.365, -25.067, -2.184], [-8.105, -8.993, -3.772], [-8.134, -10.586, -3.810], [-8.464, -11.260, -5.133], [-7.116, -11.572, -5.631], [-6.201, -11.498, -4.596], [-5.031, -11.554, -4.724], [-6.877, -11.193, -3.541], [-7.374, -8.547, -3.097], [-9.127, -8.706, -3.523], [-7.755, -8.564, -4.711], [-8.772, -10.992, -3.025], [-8.853, -10.596, -5.905], [-9.051, -12.130, -4.838], [-1.452, -20.456, -16.051], [-1.940, -19.297, -15.222], [-2.994, -18.307, -15.847], [-4.208, -18.683, -15.220], [-3.865, -19.601, -14.214], [-4.771, -20.022, -13.468], [-2.536, -19.847, -14.135], [-2.299, -21.124, -16.206], [-0.728, -21.105, -15.557], [-1.087, -20.112, -17.018], [-1.109, -18.722, -14.813], [-3.127, -18.248, -16.928], [-2.926, -17.267, -15.529], [2.598, -24.950, -2.162], [2.731, -23.756, -3.069], [1.853, -22.581, -2.696], [2.675, -21.470, -2.981], [3.962, -21.855, -3.049], [4.917, -21.208, -3.320], [4.001, -23.165, -3.001], [3.254, -25.776, -2.436], [1.548, -25.216, -2.280], [2.658, -24.535, -1.156], [2.539, -23.993, -4.115], [1.464, -22.535, -1.679], [0.897, -22.672, -3.212], [-3.235, -17.093, -7.323], [-1.650, -17.914, -6.881], [-0.643, -17.312, -7.868], [-1.531, -17.017, -5.292], [-2.994, -16.122, -7.756], [-3.963, -17.212, -6.520], [-3.705, -17.610, -8.159], [-1.017, -16.062, -5.404], [-0.977, -17.631, -4.581], [-2.487, -16.933, -4.775], [4.261, -21.772, -9.623], [4.436, -23.137, -10.884], [2.968, -23.538, -11.239], [5.130, -21.998, -12.143], [3.581, -21.015, -10.013], [5.181, -21.312, -9.261], [3.833, -22.129, -8.686], [4.235, -21.384, -12.248], [5.494, -22.485, -13.048], [5.921, -21.366, -11.741]],
  "mulliken_charge": [-1.3200, 0.3983, -0.3321, -0.3143, 0.6322, -0.5805, -0.3375, 0.3330, 0.3375, 0.3733, 0.2482, 0.2853, 0.2775, -1.3029, 0.4717, -0.4077, -0.3075, 0.6680, -0.5640, -0.3792, 0.3459, 0.3639, 0.3269, 0.2045, 0.2461, 0.3347, -1.4990, 0.5854, -0.3946, -0.3257, 0.6873, -0.6008, -0.3247, 0.3937, 0.3547, 0.3555, 0.2320, 0.2755, 0.2603, -1.4114, 0.3840, -0.3161, -0.3566, 0.6661, -0.5748, -0.3099, 0.3839, 0.3599, 0.3406, 0.2795, 0.2852, 0.2700, -1.3616, 0.4901, -0.4756, -0.2757, 0.6377, -0.5753, -0.3680, 0.3699, 0.3338, 0.3350, 0.2902, 0.3141, 0.2849, -1.4639, 0.5225, -0.3658, -0.3050, 0.6267, -0.5514, -0.3637, 0.3450, 0.3561, 0.3534, 0.2480, 0.2780, 0.3211, -1.3434, 0.3348, -0.3860, -0.3681, 0.6923, -0.5103, -0.3891, 0.3604, 0.3584, 0.3264, 0.3556, 0.3119, 0.2559, -1.2866, 0.4174, -0.3814, -0.3247, 0.6079, -0.5734, -0.2914, 0.3163, 0.3571, 0.3465, 0.2903, 0.2668, 0.2547, -1.3210, 0.3903, -0.4821, -0.3136, 0.6612, -0.5479, -0.3717, 0.3416, 0.3695, 0.3470, 0.2924, 0.2995, 0.3342, -0.9691, 0.5609, -0.6380, -0.8809, 0.3163, 0.3409, 0.3436, 0.2873, 0.3265, 0.3130, -0.9323, 0.4627, -0.5926, -0.8350, 0.3132, 0.3615, 0.3072, 0.2792, 0.3139, 0.3223],
  "e_above_lowest_kj_mol": 443.80,
  "e_lumo_ha": -0.0014,
  "charge": 0,
  "energy_ha": -4541.9096
}

***

(2)
{
  "formula": "C40H68BHfN8O2SSi",
  "method": "the ωB97M-V functional and the def2-TZVPD basis",
  "species": ["Hf", "C", "C", "C", "C", "C", "C", "C", "C", "C", "N", "N", "B", "N", "N", "C", "C", "C", "C", "C", "C", "C", "C", "C", "N", "N", "C", "C", "C", "C", "C", "C", "C", "C", "C", "H", "H", "H", "H", "H", "H", "H", "H", "H", "H", "H", "H", "H", "H", "H", "H", "H", "H", "H", "H", "H", "H", "H", "H", "H", "H", "H", "H", "H", "H", "H", "H", "H", "H", "H", "H", "H", "H", "H", "H", "H", "H", "H", "H", "H", "H", "O", "H", "H", "S", "C", "N", "C", "C", "C", "O", "H", "H", "H", "H", "H", "H", "C", "Si", "C", "C", "N", "C", "C", "C", "C", "C", "C", "H", "H", "H", "H", "H", "H", "H", "H", "H", "H", "H", "H", "H", "H"],
  "coordinates": [[-0.171, -0.521, 0.108], [-1.648, -2.744, 3.480], [-1.899, -1.276, 3.137], [-2.962, -0.684, 4.066], [-0.638, -0.475, 3.246], [0.067, -0.237, 4.409], [1.143, 0.561, 4.063], [2.081, 1.075, 5.126], [1.498, 2.345, 5.755], [3.565, 1.194, 4.797], [1.073, 0.804, 2.736], [-0.018, 0.142, 2.227], [2.035, 1.602, 1.797], [2.778, 0.632, 0.831], [2.169, -0.225, -0.076], [3.172, -0.842, -0.731], [4.393, -0.351, -0.296], [4.113, 0.565, 0.692], [5.154, 1.294, 1.490], [6.098, 2.061, 0.562], [5.953, 0.289, 2.330], [3.155, -1.980, -1.719], [1.878, -2.231, -2.495], [3.677, -3.239, -1.016], [1.371, 2.753, 1.007], [0.438, 2.514, 0.021], [0.120, 3.719, -0.490], [0.858, 4.708, 0.143], [1.673, 4.073, 1.050], [2.791, 4.855, 1.706], [3.929, 5.008, 0.690], [3.365, 4.452, 3.054], [-0.763, 4.076, -1.663], [0.131, 4.456, -2.849], [-1.824, 3.072, -2.066], [-2.567, -3.318, 3.365], [-0.891, -3.175, 2.832], [-1.316, -2.844, 4.515], [-2.257, -1.229, 2.105], [-2.652, -0.781, 5.107], [-3.136, 0.374, 3.871], [-3.906, -1.214, 3.951], [-0.163, -0.590, 5.397], [2.009, 0.295, 5.892], [1.330, 3.117, 5.008], [0.540, 2.136, 6.228], [2.175, 2.739, 6.511], [3.805, 2.121, 4.285], [4.132, 1.181, 5.728], [3.907, 0.360, 4.188], [2.841, 2.095, 2.496], [5.362, -0.654, -0.646], [4.669, 2.002, 2.161], [6.655, 1.373, -0.074], [5.562, 2.752, -0.089], [6.819, 2.629, 1.147], [6.568, -0.339, 1.684], [6.615, 0.813, 3.018], [5.305, -0.368, 2.908], [3.914, -1.696, -2.457], [0.998, -2.359, -1.857], [1.716, -1.422, -3.206], [1.966, -3.158, -3.063], [2.994, -3.567, -0.235], [3.774, -4.056, -1.729], [4.649, -3.057, -0.560], [0.847, 5.762, -0.076], [2.342, 5.845, 1.843], [4.356, 4.030, 0.457], [3.583, 5.455, -0.240], [4.721, 5.632, 1.101], [4.092, 3.647, 2.955], [3.893, 5.307, 3.474], [2.603, 4.149, 3.763], [-1.280, 4.989, -1.348], [0.789, 3.631, -3.122], [-0.474, 4.721, -3.716], [0.765, 5.307, -2.606], [-1.398, 2.084, -2.209], [-2.614, 2.984, -1.323], [-2.291, 3.382, -3.001], [-1.791, 1.050, 0.221], [-1.156, 1.814, 0.200], [-2.501, 1.244, 0.847], [0.948, -5.400, -1.584], [0.255, -4.666, -0.357], [0.379, -2.395, 0.692], [-1.069, -1.118, -3.902], [-0.221, -0.078, -3.252], [0.585, 0.848, -4.093], [-0.238, 0.058, -2.022], [-0.475, -1.703, -4.604], [-1.840, -0.607, -4.486], [-1.534, -1.759, -3.157], [0.963, 0.346, -4.981], [1.389, 1.288, -3.509], [-0.084, 1.646, -4.429], [-3.740, -0.105, -2.106], [-3.632, -1.077, -0.512], [-5.051, -2.303, -0.583], [-4.308, -0.061, 0.948], [-1.955, -1.687, -0.328], [-1.722, -3.083, -0.316], [-0.407, -3.486, 0.213], [-0.377, -4.951, 0.928], [-1.595, -5.750, 0.818], [-2.539, -5.386, -0.067], [-2.588, -4.072, -0.663], [-4.609, 0.554, -2.105], [-3.860, -0.791, -2.946], [-2.862, 0.503, -2.282], [-5.958, -1.703, -0.477], [-5.040, -3.022, 0.233], [-5.134, -2.845, -1.523], [-5.135, 0.520, 0.533], [-3.721, 0.616, 1.565], [-4.751, -0.762, 1.657], [1.317, -2.675, 0.960], [0.267, -5.057, 1.796], [-1.689, -6.641, 1.421], [-3.385, -6.037, -0.240], [-3.469, -3.835, -1.223]],
  "mulliken_charge": [1.6122, -1.8684, 3.5026, -1.7814, -0.3513, -0.9701, 0.0913, 0.3093, -1.4382, -1.5325, 0.7208, -0.1067, 0.3176, 0.6859, -0.4410, -0.8567, -0.7737, -0.0160, 2.9469, -1.7695, -1.6822, 0.7388, -0.8925, -1.5462, 0.3048, -0.5521, -0.0862, -1.2858, 0.5598, 0.1270, -1.7425, -1.4471, 0.7313, -1.5022, -1.8903, 0.4849, 0.2617, 0.3899, -1.5152, 0.3807, 0.4008, 0.4243, 0.6688, 0.5593, 0.2330, 0.3931, 0.4253, 0.1875, 0.5562, 0.1349, -1.1172, 0.8173, -1.7482, 0.3801, 0.4020, 0.4220, 0.3690, 0.3964, 0.4071, 0.5794, -0.0439, -0.0698, 0.6435, 0.2324, 0.4072, 0.4265, 0.6468, 0.6579, 0.2118, 0.4475, 0.4430, 0.1392, 0.5150, 0.0138, 0.4777, 0.2332, 0.4403, 0.4384, 0.1658, 0.2944, 0.4729, -0.2212, 0.0745, -0.0066, -0.3265, -0.7924, 0.7056, -0.9958, 0.9345, -1.5941, -0.4541, 0.4166, 0.4812, -0.1650, 0.5062, 0.1842, 0.4629, -0.4831, 0.7542, -1.7281, -1.3388, 0.3561, 1.4784, 0.0946, 0.2804, -1.3238, -0.9777, -1.2464, 0.4798, 0.3153, -0.2421, 0.4913, 0.4356, 0.4118, 0.5932, 0.4334, 0.3415, 0.3218, 0.5305, 0.4925, 0.4542, 0.6628],
  "e_above_lowest_kj_mol": 19.77,
  "e_lumo_ha": -0.1039,
  "charge": 1,
  "energy_ha": -2914.0853
}

***

Number 1: gap between HOMO and LUMO 9.037 eV. Number 2: gap between HOMO and LUMO 6.421 eV.